This record from the OMol25 dataset describes a cluster of 9 separate species, C44H62B2F9N2O19 in total in a non-equilibrium geometry. The level of theory is ωB97M-V/def2-TZVPD.

Element x y z (Å)
C1 -0.7617 -0.0981 1.8593
C2 0.0693 0.3303 2.9027
C3 1.5560 0.0581 2.8974
N1 2.0035 -0.4982 1.6244
C4 2.1963 0.3501 0.5686
B1 2.0414 1.9245 0.4278
O1 2.3287 2.8271 1.4225
O2 1.6360 2.4405 -0.7742
C5 2.6128 -0.4431 -0.4692
N2 2.6666 -1.7141 0.0128
B2 3.1331 -2.8518 -0.8976
O3 4.3981 -3.3336 -0.7567
C6 2.1247 -3.4478 -1.9369
C7 0.9869 -4.2169 -1.2166
C8 2.2911 -1.7610 1.2881
C9 2.2282 -2.9526 2.2207
F1 2.0308 -4.1061 1.5861
F2 1.1651 -2.7514 3.0286
C10 3.5428 -3.0357 3.0605
F3 4.5046 -3.4122 2.2034
F4 3.8861 -1.8129 3.5073
C11 3.4832 -3.9972 4.2612
F5 2.5694 -3.5907 5.1601
F6 3.1516 -5.2396 3.8837
C12 4.8275 -4.1210 5.0500
F7 4.6165 -5.0093 6.0315
F8 5.1372 -2.9691 5.6435
F9 5.8176 -4.5698 4.2947
H1 -1.0536 -1.1468 1.8158
H2 -1.1242 0.5686 1.0848
H3 -0.3770 0.8387 3.7541
H4 2.1015 0.9538 3.1670
H5 1.7567 -0.6457 3.7120
H6 3.0999 2.5329 1.9176
H7 2.3466 3.0486 -1.0232
H8 2.8611 -0.2040 -1.4866
H9 4.9366 -3.1682 -1.5377
H10 2.6339 -4.0812 -2.6730
H11 1.6536 -2.5913 -2.4379
H12 0.1928 -4.3942 -1.9390
H13 1.3037 -5.1906 -0.8455
H14 0.5754 -3.6312 -0.3949
O4 2.9202 5.4985 -3.0409
C13 1.8904 6.0208 -2.7173
O5 1.7232 7.3609 -2.6867
C14 0.4214 7.6807 -2.1565
C15 -0.4137 6.4289 -2.3761
C16 0.6299 5.3255 -2.2528
H15 0.5302 7.9286 -1.0987
H16 0.0230 8.5471 -2.6793
H17 -1.2418 6.3351 -1.6767
H18 -0.8268 6.4278 -3.3864
H19 0.7689 5.0038 -1.2195
H20 0.4001 4.4733 -2.8864
O6 2.4952 -5.1069 -4.2003
C17 2.4076 -6.2924 -4.3747
O7 1.2529 -6.9666 -4.2203
C18 1.4799 -8.3803 -4.3896
C19 2.7588 -8.4804 -5.2057
C20 3.5262 -7.2450 -4.7425
H21 1.5788 -8.8348 -3.4018
H22 0.6257 -8.8230 -4.8951
H23 3.2918 -9.4169 -5.0565
H24 2.5284 -8.3914 -6.2681
H25 4.1254 -7.4436 -3.8522
H26 4.1476 -6.8265 -5.5291
O8 2.0963 4.6223 -9.3600
C21 2.6949 5.1073 -8.4485
O9 2.1941 6.1129 -7.6842
C22 3.1873 6.5534 -6.7405
C23 4.1453 5.3874 -6.5982
C24 4.0981 4.7549 -7.9855
H27 3.6735 7.4465 -7.1396
H28 2.7064 6.8070 -5.7982
H29 5.1426 5.6886 -6.2836
H30 3.7595 4.6821 -5.8604
H31 4.8185 5.2079 -8.6680
H32 4.2352 3.6780 -7.9544
O10 -3.4591 4.6887 -4.1456
C25 -3.7461 5.7932 -4.5005
O11 -4.6925 6.5521 -3.8981
C26 -4.8746 7.7805 -4.6252
C27 -3.5851 7.9766 -5.4082
C28 -3.1611 6.5370 -5.6871
H33 -5.7438 7.6709 -5.2768
H34 -5.0631 8.5885 -3.9223
H35 -3.7132 8.5831 -6.3024
H36 -2.8390 8.4634 -4.7770
H37 -3.6098 6.1475 -6.6015
H38 -2.0807 6.4266 -5.7199
O12 -2.5064 -1.8504 0.1581
C29 -3.5599 -1.4653 0.5885
O13 -3.8126 -0.1666 0.8475
C30 -5.1148 -0.0280 1.4532
C31 -5.8764 -1.2773 1.0439
C32 -4.7600 -2.3138 0.9572
H39 -4.9854 0.0481 2.5354
H40 -5.5845 0.8832 1.0921
H41 -6.6740 -1.5401 1.7344
H42 -6.3211 -1.1358 0.0615
H43 -4.5681 -2.7937 1.9192
H44 -4.9534 -3.0627 0.1937
O14 -2.2338 -1.9697 8.7554
C33 -1.1700 -2.4487 8.5114
O15 -0.0522 -1.7033 8.2981
C34 1.0406 -2.5545 7.9207
C35 0.6772 -3.9346 8.4478
C36 -0.8458 -3.9214 8.3460
H45 1.1316 -2.5368 6.8327
H46 1.9616 -2.1732 8.3574
H47 1.1522 -4.7445 7.8965
H48 0.9748 -4.0212 9.4936
H49 -1.1934 -4.2483 7.3650
H50 -1.3162 -4.5101 9.1278
O16 -8.6745 -1.7624 -0.2204
C37 -8.7335 -2.8805 -0.6381
O17 -7.7232 -3.4605 -1.3332
C38 -8.1283 -4.7627 -1.7947
C39 -9.2613 -5.1788 -0.8688
C40 -9.9042 -3.8365 -0.5296
H51 -8.4507 -4.6760 -2.8342
H52 -7.2795 -5.4407 -1.7462
H53 -9.9433 -5.8963 -1.3204
H54 -8.8528 -5.6290 0.0374
H55 -10.6606 -3.5479 -1.2605
H56 -10.3233 -3.8214 0.4722
O18 1.6213 2.8002 4.0812
C41 2.1882 3.2562 5.0383
O19 1.6589 4.2236 5.8039
C42 2.6082 4.6420 6.8046
C43 3.5693 3.4728 6.9508
C44 3.5736 2.8916 5.5399
H57 3.1040 5.5483 6.4524
H58 2.0811 4.8670 7.7277
H59 4.5517 3.7664 7.3142
H60 3.1592 2.7404 7.6475
H61 4.3170 3.3723 4.9009
H62 3.7155 1.8132 5.5397

Atoms 1-2, force components in eV/Å:
0.770 0.000 0.857
-0.737 0.149 -1.213

Maximum force = 3.55 eV/Å
Molar mass = 1115.581 g mol⁻¹
Total charge = +1
Lowest unoccupied orbital energy = -2.487 eV

This record from the OMol25 dataset describes a cluster of 7 separate species, CH17NO6 in total in a non-equilibrium geometry. The level of theory is ωB97M-V/def2-TZVPD.

Element x y z (Å)
C1 0.6786 -3.0444 1.3104
N1 -0.0207 -2.1746 0.2986
H1 -0.0202 -3.4209 2.0441
H2 1.3060 -2.2998 1.7956
H3 1.2559 -3.8643 0.8524
H4 0.6166 -1.8986 -0.4326
H5 -0.8286 -2.5622 -0.1333
H6 -0.1802 -0.4048 0.9203
H7 0.9249 0.5955 1.3823
O1 -0.0198 0.3887 1.4834
H8 -2.4520 -0.8378 -1.0566
H9 -2.0753 -1.8572 -2.1801
O2 -1.7751 -1.0888 -1.6868
H10 -1.4638 0.5378 -2.2878
H11 -0.9903 1.8041 -1.4834
O3 -1.3437 1.5067 -2.3210
H12 0.9185 2.7500 0.6134
H13 2.2309 3.1372 1.2839
O4 1.8665 2.4472 0.7284
H14 -1.5573 2.9223 1.2153
H15 -0.6393 1.6556 0.8460
O5 -0.8518 2.6234 0.6263
H16 0.9151 1.0583 -1.8454
H17 1.9662 1.3721 -0.7392
O6 1.5389 0.6545 -1.2343

Atoms 1-2, force components in eV/Å:
-0.297 1.248 -1.287
0.573 -0.322 1.010

Maximum force = 1.82 eV/Å
Molar mass = 139.148 g mol⁻¹
Total charge = 0
Structure (SMILES) = CN.O.O.O.O.O.O
Lowest unoccupied orbital energy = 0.293 eV

This record from the OMol25 dataset describes a cluster of 10 separate species, C30H70N10O10 in total in a non-equilibrium geometry. The level of theory is ωB97M-V/def2-TZVPD.

Element x y z (Å)
C1 6.4505 -22.8249 0.8065
O1 6.6861 -22.1588 1.8080
N1 5.3852 -22.6720 -0.1026
C2 4.9946 -23.7921 -0.9319
C3 4.3006 -21.7238 0.2435
H1 6.9517 -23.7704 0.5476
H2 5.8482 -24.3914 -1.2483
H3 4.3856 -23.5657 -1.8071
H4 4.3381 -24.5470 -0.4990
H5 3.8895 -21.5441 -0.7499
H6 3.5685 -22.2799 0.8291
H7 4.5308 -20.7382 0.6482
C4 5.9082 -28.7947 -12.6545
O2 6.5806 -29.6220 -13.2318
N2 5.0849 -27.9433 -13.3347
C5 4.1098 -27.2517 -12.5302
C6 4.9882 -27.7621 -14.7347
H8 5.7777 -28.8214 -11.5616
H9 4.1075 -27.0828 -11.4533
H10 3.0996 -27.5055 -12.8514
H11 4.3941 -26.2165 -12.7186
H12 5.6579 -28.3614 -15.3515
H13 3.9851 -28.0343 -15.0627
H14 5.1912 -26.7222 -14.9908
C7 3.0109 -35.1083 0.7855
O3 2.6246 -36.2717 0.9504
N3 2.7513 -34.3793 -0.3411
C8 2.9113 -32.9296 -0.3343
C9 2.1368 -35.1278 -1.4519
H15 3.5002 -34.5121 1.5712
H16 3.3258 -32.5994 0.6182
H17 1.8651 -32.6322 -0.4058
H18 3.3774 -32.5839 -1.2569
H19 1.8307 -36.1440 -1.2032
H20 1.1432 -34.6841 -1.5155
H21 2.6328 -34.9423 -2.4046
C10 9.9013 -33.1605 0.3402
O4 9.5967 -33.7658 1.3135
N4 9.6733 -33.5962 -0.9059
C11 9.9708 -32.7096 -1.9924
C12 8.9488 -34.7248 -1.2946
H22 10.5026 -32.2515 0.1839
H23 9.9461 -31.6374 -1.7975
H24 9.2622 -33.0028 -2.7669
H25 10.9043 -32.9888 -2.4810
H26 8.6024 -35.4766 -0.5855
H27 8.0439 -34.3581 -1.7791
H28 9.4939 -35.4577 -1.8894
C13 8.4909 -24.6614 -12.7841
O5 7.8490 -24.2128 -13.7645
N5 8.8149 -24.0995 -11.6160
C14 9.7413 -24.7052 -10.5763
C15 8.3339 -22.6962 -11.3650
H29 8.9750 -25.6387 -12.9350
H30 10.5691 -24.0274 -10.3678
H31 10.1436 -25.6139 -11.0241
H32 9.1820 -25.0958 -9.7262
H33 9.2050 -22.1393 -11.0199
H34 7.8459 -22.2691 -12.2411
H35 7.6697 -22.6817 -10.5009
C16 -0.5920 -25.2668 -7.3205
O6 -1.7335 -25.7962 -7.4226
N6 0.0063 -24.6915 -8.3891
C17 1.2782 -23.9894 -8.2705
C18 -0.6074 -24.5815 -9.6625
H36 0.1212 -25.3795 -6.4893
H37 1.1259 -22.9523 -8.5693
H38 2.0833 -24.5039 -8.7952
H39 1.7089 -23.9413 -7.2703
H40 -1.0685 -23.6003 -9.7748
H41 0.0924 -24.8396 -10.4573
H42 -1.3368 -25.3828 -9.7811
C19 11.6085 -28.0833 -6.6385
O7 10.6203 -28.7643 -6.3372
N7 12.4863 -27.5263 -5.8674
C20 12.4098 -27.3880 -4.3891
C21 13.6206 -26.8993 -6.4345
H43 11.8327 -28.0337 -7.7153
H44 12.8427 -26.4437 -4.0589
H45 12.8972 -28.2626 -3.9581
H46 11.4386 -27.3765 -3.8944
H47 13.7573 -25.8193 -6.3795
H48 14.5702 -27.2668 -6.0454
H49 13.7483 -27.0707 -7.5033
C22 11.2303 -22.0436 -3.7321
O8 11.2022 -22.7325 -2.6447
N8 10.3520 -22.2230 -4.7397
C23 10.2932 -21.4458 -5.9805
C24 9.4165 -23.3396 -4.6510
H50 12.0040 -21.3537 -4.1031
H51 11.1493 -20.7739 -6.0425
H52 9.3543 -20.8925 -5.9593
H53 10.3606 -22.0107 -6.9102
H54 8.3848 -23.1481 -4.9460
H55 9.9207 -24.1201 -5.2208
H56 9.2453 -23.6716 -3.6270
C25 -1.5624 -31.4690 -5.4539
O9 -0.8751 -31.7757 -4.4923
N9 -0.9641 -31.5198 -6.7164
C26 0.4544 -31.8729 -6.8341
C27 -1.6893 -31.1618 -7.9360
H57 -2.6204 -31.1737 -5.3782
H58 0.9607 -31.1470 -7.4703
H59 0.4938 -32.8452 -7.3252
H60 1.0035 -32.0403 -5.9074
H61 -2.6612 -30.6942 -7.7784
H62 -1.0669 -30.5229 -8.5624
H63 -1.7344 -32.0783 -8.5243
C28 5.5773 -27.7668 -5.7366
O10 5.0892 -27.1692 -6.6551
N10 4.9310 -28.2528 -4.7110
C29 5.7017 -28.8420 -3.6668
C30 3.5162 -28.0829 -4.5141
H64 6.6763 -27.7423 -5.6748
H65 6.6222 -28.3023 -3.4442
H66 5.6798 -29.9275 -3.7635
H67 5.1454 -28.7341 -2.7356
H68 3.0284 -28.2088 -5.4807
H69 2.9467 -28.8616 -4.0066
H70 3.3585 -27.1283 -4.0122

Atoms 1-2, force components in eV/Å:
-1.492 -0.301 0.298
-0.415 -0.577 -1.839

Maximum force = 4.72 eV/Å
Molar mass = 730.950 g mol⁻¹
Total charge = 0
Structure (SMILES) = CN(C)C=O.CN(C)C=O.CN(C)C=O.CN(C)C=O.CN(C)C=O.CN(C)C=O.CN(C)C=O.CN(C)C=O.CN(C)C=O.CN(C)C=O
Lowest unoccupied orbital energy = -0.307 eV

This record from the OMol25 dataset describes a structure of composition C31H42B11Br6CrGe2N2O2 in a non-equilibrium geometry. The level of theory is ωB97M-V/def2-TZVPD.

Element x y z (Å)
Cr1 -0.5224 0.6169 1.2228
O1 0.8477 -0.4392 1.9007
C1 1.5180 0.0081 2.9632
C2 1.9511 -0.9563 3.8758
C3 2.5225 -0.6258 5.1074
C4 2.7540 0.7231 5.3995
C5 2.5290 1.6756 4.4249
C6 1.9480 1.3101 3.1916
C7 1.6301 2.3784 2.2759
N1 0.6486 2.2866 1.4743
N2 0.4700 3.2433 0.4336
C8 -0.1672 2.7138 -0.5242
O2 -0.4205 1.3701 -0.5818
C9 -0.5892 3.6195 -1.6908
C10 -1.5112 3.2750 -2.6593
C11 -2.0794 4.2686 -3.4762
C12 -1.7043 5.5811 -3.3352
C13 -0.6842 5.9101 -2.4357
C14 -0.1198 4.9303 -1.6469
H1 1.7637 -2.0002 3.7185
H2 2.8493 -1.3650 5.8346
H3 3.1077 1.0606 6.3806
H4 2.7661 2.6949 4.6927
H5 2.2983 3.2489 2.2329
H6 -1.9378 2.2915 -2.7052
H7 -2.8638 3.9786 -4.1534
H8 -2.1796 6.3222 -3.9325
H9 -0.2987 6.9036 -2.3217
H10 0.6316 5.1941 -0.9126
C15 -1.0607 -4.8365 -2.1738
C16 -1.1525 -3.6018 -1.2876
Ge1 -0.7516 -1.8316 -2.0165
C17 -2.0580 -0.5651 -2.7359
C18 -2.5979 -1.0548 -4.0462
C19 1.0403 -1.7689 -2.6193
C20 2.3101 -1.3917 -2.3651
Ge2 3.0987 -0.2124 -0.9373
C21 3.8608 -1.1383 0.6552
C22 5.2646 -1.7265 0.6736
C23 3.2871 1.7245 -1.2513
C24 4.5569 2.3670 -1.7628
C25 3.4968 -1.8097 -3.1883
C26 3.4907 -2.6865 -4.3086
C27 4.6882 -2.9384 -4.9584
C28 5.8706 -2.3643 -4.5110
C29 5.8909 -1.4843 -3.4478
C30 4.7105 -1.2272 -2.8026
H11 -1.4033 -5.6502 -1.5569
H12 -0.0460 -5.0686 -2.5225
H13 -1.6930 -4.7593 -3.0570
H14 -0.4119 -3.6674 -0.4699
H15 -2.1174 -3.5222 -0.8187
H16 -1.5435 0.3660 -2.8462
H17 -2.8703 -0.4059 -2.0227
H18 -1.8721 -1.3578 -4.8004
H19 -3.2048 -0.2779 -4.4853
H20 -3.2307 -1.9178 -3.8710
H21 1.0061 -2.5029 -3.4475
H22 3.1501 -1.9259 0.9264
H23 3.7502 -0.4033 1.4660
H24 5.4150 -2.5382 -0.0445
H25 5.3889 -2.1428 1.6800
H26 6.0636 -0.9979 0.5150
H27 3.0156 2.1479 -0.3045
H28 2.4845 1.9950 -1.9254
H29 5.4395 2.1568 -1.1467
H30 4.4027 3.4323 -1.7602
H31 4.7998 2.0509 -2.7602
H32 2.5715 -3.1424 -4.6179
H33 4.7391 -3.6003 -5.8036
H34 6.7920 -2.6131 -5.0182
H35 6.8311 -1.0228 -3.1379
H36 4.8054 -0.5376 -1.9518
Br1 -1.4105 0.8617 4.1452
B1 -3.2215 0.2570 3.6424
B2 -4.6542 0.2325 4.6649
C31 -5.5913 -1.1056 4.1610
B3 -3.8933 -1.2762 4.2385
B4 -4.8505 -2.0552 2.9253
B5 -6.1847 -0.9897 2.5566
B6 -6.0908 0.4377 3.6087
B7 -4.5896 1.3341 3.2489
Br2 -4.3285 3.2763 3.3116
B8 -5.5596 0.5558 1.9092
Br3 -6.3766 1.6488 0.5304
B9 -4.7672 -1.0170 1.4970
Br4 -4.7356 -1.7685 -0.3366
B10 -3.3540 -1.1718 2.5778
Br5 -1.6668 -2.0179 1.9522
B11 -3.7920 0.4354 1.9587
Br6 -2.8065 1.4148 0.5082
H37 -4.7015 0.5587 5.8018
H38 -6.1623 -1.6034 4.9273
H39 -3.3946 -2.0019 5.0093
H40 -4.9001 -3.2403 2.9402
H41 -7.2336 -1.4382 2.2735
H42 -7.0998 0.9061 4.0596

Atoms 1-2, force components in eV/Å:
-0.066 0.805 0.135
0.131 0.944 -0.978

Maximum force = 2.84 eV/Å
Molar mass = 1270.261 g mol⁻¹
Total charge = +2
Spin multiplicity = 4
Lowest unoccupied orbital energy (alpha / beta) = -7.282 / -7.363 eV

This record from the OMol25 dataset describes an isolated molecule of C4H7NS2 in a non-equilibrium geometry. The level of theory is ωB97M-V/def2-TZVPD.

Element x y z (Å)
C1 1.3314 0.7177 -1.0101
C2 1.4144 -0.0001 0.3020
C3 0.0270 -0.0116 1.0413
C4 -1.1872 -0.1658 0.0903
N1 0.3881 0.8630 -1.7599
S1 -2.5001 0.9921 0.4556
S2 -1.6898 -1.7507 -0.3344
H1 2.3554 1.0998 -1.0961
H2 1.8694 -0.8886 -0.0328
H3 2.0958 0.5112 0.8955
H4 0.2414 -0.6986 1.8226
H5 -0.2002 0.9710 1.4745
H6 -3.4027 0.3900 -0.5728
H7 -0.7430 -2.0293 -1.2757

Atoms 1-2, force components in eV/Å:
1.522 0.392 1.428
-3.088 0.935 -0.480

Maximum force = 3.26 eV/Å
Molar mass = 133.241 g mol⁻¹
Total charge = 0
Lowest unoccupied orbital energy (alpha / beta) = -0.143 / -0.210 eV

This record from the OMol25 dataset describes a structure of composition C20H38LiN2O13 in a non-equilibrium geometry. The level of theory is ωB97M-V/def2-TZVPD.

Element x y z (Å)
C1 0.7259 5.9739 -0.7602
C2 -0.3153 4.8675 -1.0727
N1 -0.2647 3.6358 -0.3066
C3 1.0236 2.7315 -0.6139
C4 -0.1104 4.0244 1.1968
C5 -1.4051 4.5885 1.7957
C6 -1.4593 2.8507 -0.5551
C7 -1.7138 2.1239 -1.9527
O1 -2.9848 1.6132 -1.9937
C8 -3.3491 0.7452 -3.0436
H1 0.3784 6.9805 -1.2663
H2 1.7053 5.6142 -1.0367
H3 0.6123 6.5699 0.2245
H4 -0.2299 4.8102 -2.3291
H5 -1.2688 5.1599 -1.0841
H6 2.0423 3.1288 -0.4068
H7 0.9877 2.6824 -1.5994
H8 0.8514 1.6696 0.0030
H9 0.6400 4.6189 1.4900
H10 0.0308 3.0532 1.8455
H11 -1.1522 5.0178 2.8463
H12 -2.1636 3.6830 1.8346
H13 -1.7147 5.4244 1.4215
H14 -2.4914 3.2279 -0.1956
H15 -1.4967 1.8964 0.1965
H16 -0.9290 1.5058 -2.4276
H17 -1.7608 2.8042 -2.7051
H18 -2.8569 1.0100 -3.9852
H19 -4.3634 0.6626 -3.2077
H20 -2.8907 -0.0929 -2.8367
Li1 -1.7487 -0.8302 2.8539
N2 -0.0779 -0.8209 0.8266
O2 -0.0992 -0.7427 -0.3995
O3 -0.5787 -1.8774 1.4046
O4 -0.4088 0.2140 1.4971
C9 4.0396 -0.8251 4.0240
C10 2.7697 -0.3639 3.4060
C11 2.5877 1.1276 3.2337
O5 2.8706 1.3148 1.8290
C12 3.0206 0.1290 1.2556
O6 3.1931 -0.0480 -0.0020
O7 2.8641 -0.8172 2.0670
H21 4.1352 -1.9281 3.9776
H22 4.0749 -0.7208 5.1325
H23 4.8838 -0.4514 3.5289
H24 1.9242 -0.9514 4.0758
H25 3.1838 1.7614 3.9476
H26 1.5255 1.3626 3.4518
C13 -1.9009 -5.2932 1.2346
C14 -3.0283 -4.3487 0.7718
C15 -2.8210 -3.7468 -0.5901
O8 -3.9442 -4.0977 -1.3105
C16 -4.6971 -4.9129 -0.6721
O9 -5.6894 -5.3890 -1.0692
O10 -4.2558 -5.0527 0.5823
H27 -2.1727 -5.8104 2.1257
H28 -1.0030 -4.7451 1.3759
H29 -1.8161 -6.1371 0.5130
H30 -3.1084 -3.3876 1.3679
H31 -1.7087 -3.7927 -1.1773
H32 -3.1234 -2.6457 -0.4879
C17 1.2203 -2.1269 -3.3034
C18 2.3509 -2.4773 -2.2426
C19 1.8963 -3.1000 -0.9068
O11 2.6730 -4.2926 -0.9062
C20 3.2478 -4.4939 -2.1294
O12 3.8085 -5.6385 -2.4384
O13 3.2039 -3.4869 -2.8020
H33 1.5685 -2.0381 -4.3705
H34 0.8781 -1.0686 -2.9869
H35 0.3387 -2.7284 -3.3966
H36 3.1143 -1.7276 -1.8915
H37 0.7788 -3.0749 -0.7772
H38 1.9532 -2.5006 -0.0982

Atoms 1-2, force components in eV/Å:
-2.498 2.891 0.789
3.735 1.511 -4.490

Maximum force = 11.15 eV/Å
Molar mass = 521.466 g mol⁻¹
Total charge = +1
Lowest unoccupied orbital energy = -4.248 eV